No. 1
Computed, not measured: C4H3N3O as an isolated structure in a non-equilibrium geometry, with the ωB97M-V functional and the def2-TZVPD basis.

- E_LUMO (hartree) = -0.016
- gap between HOMO and LUMO (eV) = 9.30
- relative energy (zero: lowest compared OMol25 entry of this formula, charge and spin) (eV) = 5.822
- E_HOMO (eV) = -9.7

ORCA input file:
```
! RIJCOSX wB97M-V def2-TZVPD def2/J DEFGRID3
* xyz 0 1
C -1.75377 0.20732 -1.08860
C 0.25771 0.22081 -0.69836
C 1.56552 0.09762 0.94720
C -0.77438 -0.01483 0.20422
H -1.65128 1.55097 -1.19320
H -2.69367 -0.44712 -1.40178
H 2.53828 0.48173 1.56229
N 1.48012 0.35973 -0.42681
N 0.50995 -0.37681 1.80720
N -0.76589 -0.53409 1.49664
O -0.31662 -0.09913 -1.91166
*
```



No. 2
Computed, not measured: one molecule with the formula C4H3N3O in a non-equilibrium geometry, with the ωB97M-V functional and the def2-TZVPD basis.

- E_LUMO (alpha / beta) (hartree) = 0.029 / -0.106
- gap between HOMO and LUMO (alpha / beta) (eV) = 6.22 / 6.62
- ⟨S²⟩ = 2.038
- relative energy (zero: lowest compared OMol25 entry of this formula, charge and spin) (eV) = 2.944
- E_HOMO (alpha / beta) (eV) = -5.4 / -9.5

ORCA input file:
```
! RIJCOSX wB97M-V def2-TZVPD def2/J DEFGRID3
* xyz 0 3
C -2.29329 -0.15358 -0.58062
C 1.52803 -0.23386 -0.30720
C 2.26776 0.25137 0.73316
C 0.20765 -0.09011 0.17638
N -1.08248 -0.26048 -0.42224
N 0.19715 0.42868 1.38573
N -3.52507 -0.04390 -0.75082
O 1.47747 0.63654 1.73451
H 1.86528 -0.62008 -1.24377
H 3.32137 0.38176 0.89222
H -3.96387 -0.29633 -1.61734
*
```



No. 3
Computed, not measured: a 3-piece molecular cluster, C4H3N3O2 overall in a non-equilibrium geometry, with the ωB97M-V functional and the def2-TZVPD basis.

- E_LUMO (hartree) = -0.084
- gap between HOMO and LUMO (eV) = 6.56
- relative energy (zero: lowest compared OMol25 entry of this formula, charge and spin) (eV) = 8.692
- E_HOMO (eV) = -8.8

ORCA input file:
```
! RIJCOSX wB97M-V def2-TZVPD def2/J DEFGRID3
* xyz 0 1
C -0.59114 0.81010 -0.05992
C 1.37314 -0.26168 -0.34916
C -0.90405 -0.56005 0.03378
C -2.31613 -0.92819 -0.19289
H -0.88573 2.82811 0.72483
H 3.38943 0.13179 0.42810
H 0.96707 -2.23259 0.76898
N 2.63592 -0.62497 -0.14251
N 0.43902 -1.15109 -0.47451
N -3.52932 -0.89981 -0.16043
O -1.36883 1.85009 -0.33589
O 0.79063 1.03829 -0.24037
*
```



No. 4
Computed, not measured: one molecule with the formula C4H3N3O2S in a non-equilibrium geometry, with the ωB97M-V functional and the def2-TZVPD basis.

- E_LUMO (hartree) = -0.062
- gap between HOMO and LUMO (eV) = 7.84
- relative energy (zero: lowest compared OMol25 entry of this formula, charge and spin) (eV) = 1.577
- E_HOMO (eV) = -9.5

ORCA input file:
```
! RIJCOSX wB97M-V def2-TZVPD def2/J DEFGRID3
* xyz 0 1
C -0.95060 2.80768 0.04452
C -0.83346 0.41946 0.01061
C 2.71968 -1.12600 -0.03768
C -1.54691 1.53571 0.03356
N -0.46526 3.84756 0.04839
N 1.48810 -0.61288 -0.02038
N 0.44419 0.06226 -0.02554
O -1.73034 -1.97525 -1.23675
O -0.99174 -2.22582 1.07768
S -1.87299 -1.56116 0.14194
H 2.79347 -2.19623 -0.04687
H 3.56811 -0.46580 -0.02774
H -2.62226 1.49047 0.03826
*
```



No. 5
Computed, not measured: one molecule with the formula C4H3N3OS in a non-equilibrium geometry, with the ωB97M-V functional and the def2-TZVPD basis.

- E_LUMO (alpha / beta) (hartree) = -0.060 / -0.060
- gap between HOMO and LUMO (alpha / beta) (eV) = 6.68 / 6.68
- relative energy (zero: lowest compared OMol25 entry of this formula, charge and spin) (eV) = 7.388
- E_HOMO (alpha / beta) (eV) = -8.3 / -8.3

ORCA input file:
```
! RIJCOSX wB97M-V def2-TZVPD def2/J DEFGRID3
* xyz 0 1
C 2.30558 1.17458 0.63643
C -0.50469 1.45319 -0.56844
C -0.50719 0.21421 -0.05369
C -2.48730 -0.15664 -0.90958
N 1.73591 0.12579 0.70756
N -1.56540 -0.68737 -0.22628
N 0.57053 -0.38232 0.66109
O -2.10027 1.91354 -2.67213
S -2.16824 1.65611 -1.22651
H 3.20688 1.67688 0.42859
H -3.40747 -0.65355 -1.14727
H 0.44790 -1.35337 0.91850
*
```



No. 6
Computed, not measured: one molecule with the formula C4H3N3S, with the ωB97M-V functional and the def2-TZVPD basis.

- E_LUMO (hartree) = -0.008
- gap between HOMO and LUMO (eV) = 9.82
- structure (SMILES) = [H]/N=C(/C#CC#N)NS
- relative energy (zero: lowest compared OMol25 entry of this formula, charge and spin) (eV) = 2.564
- E_HOMO (eV) = -10.0

ORCA input file:
```
! RIJCOSX wB97M-V def2-TZVPD def2/J DEFGRID3
* xyz 0 1
C 0.93353 1.06812 0.02176
C -0.42942 0.51274 -0.00967
C -1.59973 0.23088 0.02411
C -2.94650 -0.15400 -0.01568
H 1.50389 -1.90902 1.16752
H 2.85581 0.38096 0.21999
H 2.12948 2.44891 -0.20884
N 1.89029 0.07924 0.15247
N 1.13141 2.32569 -0.05156
N -4.07812 -0.39163 0.01475
S 1.57240 -1.56002 -0.13197
*
```



No. 7
Computed, not measured: one molecule with the formula C4H3N4P in a non-equilibrium geometry, with the ωB97M-V functional and the def2-TZVPD basis.

- E_LUMO (alpha / beta) (hartree) = -0.085 / -0.081
- gap between HOMO and LUMO (alpha / beta) (eV) = 7.79 / 8.22
- relative energy (zero: lowest compared OMol25 entry of this formula, charge and spin) (eV) = 4.654
- E_HOMO (alpha / beta) (eV) = -10.1 / -10.4

ORCA input file:
```
! RIJCOSX wB97M-V def2-TZVPD def2/J DEFGRID3
* xyz 0 1
C 0.23475 2.09010 0.22169
C 1.51826 -0.96311 -0.16153
C 0.47616 0.81171 0.58553
C 0.30949 -0.27481 -0.41512
N 0.15337 3.20877 -0.08598
N 2.58497 -1.28547 0.18515
N -2.84275 0.30518 0.00421
N -0.68549 -1.32379 -0.04837
P -2.43301 -1.12422 -0.05742
H 1.06304 0.60677 1.46244
H 0.20535 0.22737 -1.44840
H -0.58416 -2.27851 -0.24221
*
```



No. 8
Computed, not measured: a 2-piece molecular cluster, C4H3NO overall in a non-equilibrium geometry, with the ωB97M-V functional and the def2-TZVPD basis.

- E_LUMO (hartree) = -0.102
- gap between HOMO and LUMO (eV) = 7.42
- relative energy (zero: lowest compared OMol25 entry of this formula, charge and spin) (eV) = 5.401
- E_HOMO (eV) = -10.2

ORCA input file:
```
! RIJCOSX wB97M-V def2-TZVPD def2/J DEFGRID3
* xyz 0 1
C -1.91584 0.53043 2.05623
C -0.83012 -1.31321 -0.29873
C 0.38017 -0.38360 0.06167
C -0.96391 0.03017 -0.13208
N -2.44957 0.53068 3.06665
O -1.10916 -2.41359 -0.57291
H 0.94041 -0.68395 0.96764
H 1.15617 -0.03246 -0.47777
H -1.43619 0.83312 -0.79913
*
```